C6H14O4 | ωB97M-V/def2-TZVPD

Each line ends with the Löwdin charge.
CARTESIAN COORDINATES (ANGSTROEM)
O -3.076 -0.397 -0.057  -0.12
H -3.024 -0.803 0.818  0.09
H -2.269 1.340 0.802  0.08
C 1.953 -1.103 0.037  -0.09
O -0.653 -1.370 -0.954  0.05
C 0.452 0.568 -0.076  -0.32
H 1.102 -2.821 -0.212  0.09
H 0.703 0.883 2.042  0.09
H 2.664 -0.679 0.741  0.08
H 0.141 2.186 -1.445  0.09
H 1.800 1.818 1.000  0.09
H 0.119 2.293 1.141  0.09
H 1.679 1.356 -1.622  0.09
C -2.170 0.688 -0.066  -0.10
O -0.648 -1.035 1.328  0.05
C 0.786 1.429 1.107  -0.04
O 1.603 -2.394 0.496  -0.10
H -0.034 -1.789 1.430  0.11
H 0.197 0.587 -2.217  0.09
C 0.615 1.203 -1.426  -0.04
C -0.411 -0.514 0.086  -0.55
H 2.342 -1.118 -0.982  0.08
H -1.618 -1.522 -0.948  0.11
H -2.252 1.196 -1.022  0.08

HOMO-LUMO gap (alpha / beta), eV: 7.1808 / 7.1813
E_tot, eV: -14634.51707
ΔE to the lowest compared entry with this formula, charge and spin, eV: 5.455
Highest occupied orbital energy (alpha / beta), eV: -6.49 / -6.49
2S+1: 1


C31H36BrF6KN8O6S2Se | ωB97M-V/def2-TZVPD

Each line ends with the Löwdin charge.
CARTESIAN COORDINATES (ANGSTROEM)
F 1.395 2.801 1.919  0.14
C -2.079 -2.400 2.281  -0.44
H -1.310 -2.166 -1.552  0.12
H 3.557 -2.119 -3.617  0.09
Se 2.528 -1.015 0.622  0.69
N -1.282 4.215 2.239  -0.28
C -4.866 2.916 -1.567  -0.13
C -0.258 -2.280 -4.158  -0.29
H -4.066 2.814 -6.099  0.10
H -0.410 -4.914 1.706  0.09
H -2.695 -4.911 0.218  0.08
C 4.820 -2.620 1.299  -0.33
C -4.237 4.807 -5.322  -0.11
F -1.857 5.719 -1.201  0.12
C -4.637 3.564 -2.837  -0.22
H -1.493 -3.673 -0.228  0.09
C -0.648 -1.292 -1.824  -0.51
C 1.627 -1.711 -2.795  -0.04
N -1.655 -0.339 -2.534  -0.03
H -2.505 1.998 -2.424  0.14
O -1.179 2.990 0.010  -0.42
O -1.583 1.768 2.395  -0.46
H -2.778 -2.780 4.156  0.13
N -2.707 0.029 -1.818  0.03
K -0.758 0.856 0.589  0.74
H 6.487 -3.847 1.817  0.10
H 8.518 -1.600 3.519  0.06
H 8.606 -3.065 2.532  0.06
N -2.277 -1.330 1.660  0.17
H -4.488 6.644 -4.252  0.10
O -1.378 3.053 4.474  -0.27
H 7.110 0.359 2.156  0.10
C -4.220 3.423 -5.217  -0.09
C -4.408 2.812 -3.998  -0.04
H -4.411 1.734 -3.936  0.12
C 8.372 -2.002 2.513  -0.09
H 5.438 1.903 1.480  0.06
H 4.410 -4.733 1.178  0.06
C -4.231 1.779 -1.199  -0.66
C 6.118 -2.829 1.728  -0.05
H -5.588 3.369 -0.903  0.10
H 1.983 -1.312 -1.858  0.00
N -0.404 -0.715 3.846  0.18
C -2.380 -3.878 0.383  -0.07
C -4.474 5.564 -4.185  -0.10
C -1.260 -4.711 2.365  -0.07
C -4.686 4.958 -2.964  -0.04
H -1.826 -5.639 2.508  0.08
F 1.175 4.059 3.638  0.10
O -0.097 -0.692 -0.826  -0.40
C 0.257 -1.763 -2.967  -0.09
F 1.353 1.945 3.903  0.13
H -2.257 -1.957 6.128  0.07
C 4.649 1.160 1.358  -0.12
C 4.321 -1.313 1.181  -0.59
N -1.860 -1.159 5.658  0.11
O -3.320 3.886 0.781  -0.27
H 3.675 -3.737 -0.107  0.06
H 4.177 1.286 0.384  0.04
C 0.814 2.873 3.110  -0.64
C 0.606 -2.711 -5.155  -0.05
H -1.103 0.461 -2.880  0.14
H -2.246 -1.397 0.652  0.02
H -3.186 -3.207 0.080  0.09
H -0.878 -4.365 3.322  0.08
C 6.465 -0.480 1.910  -0.05
H -4.850 5.553 -2.079  0.11
Br -4.876 0.825 0.310  0.78
H 2.994 -3.690 1.501  0.04
C 1.976 -2.647 -4.968  -0.12
O -1.605 -2.379 -4.382  0.02
H 3.870 1.330 2.103  0.05
C -1.447 5.583 0.068  -0.65
C -3.080 1.260 -1.842  -0.27
F -0.124 5.775 0.069  0.12
H -2.041 -1.856 -3.684  0.07
H 9.086 -1.504 1.854  0.06
H 0.189 -3.096 -6.076  0.10
H 2.639 -2.982 -5.755  0.08
C 5.172 -0.237 1.485  -0.33
H -0.005 0.002 4.436  0.04
H -4.082 5.281 -6.284  0.09
S -1.075 2.906 3.087  0.57
C 3.933 -3.778 0.954  -0.13
C 6.960 -1.771 2.043  -0.32
N -2.118 -3.699 1.794  -0.17
S -1.898 3.918 0.822  0.58
C 2.490 -2.154 -3.781  -0.10
H -1.276 -0.582 6.244  0.09
N -1.969 -2.390 3.694  0.09
F -1.985 6.601 0.750  0.11
C -1.358 -1.350 4.363  -0.55

HOMO-LUMO gap, eV: 4.5622
E_tot, eV: -246626.54592
Net charge: -2
ΔE to the lowest compared entry with this formula, charge and spin, eV: 4.296
Highest occupied orbital energy, eV: -0.72
2S+1: 1


C21H40BrN2O3P | ωB97M-V/def2-TZVPD

Each line ends with the Löwdin charge.
CARTESIAN COORDINATES (ANGSTROEM)
H 0.041 -6.540 -2.712  0.07
H -0.225 -6.660 3.239  0.09
C 0.607 -6.437 -3.647  -0.17
C 1.077 -7.719 -0.610  -0.35
C -3.033 5.692 0.679  -0.24
H -2.615 7.802 0.945  0.10
C 1.985 -7.120 -3.632  -0.67
C 0.882 2.603 2.491  -0.27
C 1.769 0.808 0.093  -0.27
H 0.008 -6.949 -4.418  0.08
H 1.149 3.151 3.399  0.10
C -1.472 7.117 -0.748  -0.11
H 3.221 -0.735 0.505  0.04
H -6.429 7.896 1.516  0.07
C 1.056 -6.803 1.689  -0.23
H -1.208 2.546 3.040  0.07
C 2.865 -6.850 -2.368  -0.21
C -4.263 5.784 -0.226  -0.23
C 3.162 0.353 0.515  -0.11
H -6.369 6.134 1.593  0.07
H 1.672 4.127 1.197  0.11
H -5.009 7.100 2.188  0.06
H -4.600 7.924 -0.160  0.10
H 3.407 0.687 1.525  0.07
H -0.929 2.281 1.321  0.07
N 2.245 -3.802 -2.350  -0.16
C 0.463 -7.530 0.762  0.07
C -5.772 7.030 1.410  -0.11
H 1.319 -4.241 -2.294  0.02
C 2.127 -5.810 1.263  -0.37
C 1.811 3.054 1.364  -0.23
H -2.229 7.335 -1.503  0.07
C -2.093 6.895 0.627  -0.27
O 2.274 -2.932 0.263  -0.32
Br 2.993 -6.344 -5.171  0.65
H -3.944 5.784 -1.273  0.10
H 0.653 -5.394 -3.980  0.05
H -0.490 -8.018 0.977  0.13
C -5.157 6.999 0.015  -0.27
H 0.997 -7.796 3.399  0.09
H 1.557 0.400 -0.901  0.10
C 1.618 2.328 0.032  -0.23
C 2.372 -5.676 -0.241  -0.19
H 2.035 -2.802 -2.424  0.04
C 2.117 -6.712 -1.053  -0.16
H -5.966 6.984 -0.721  0.10
H 3.512 -7.740 -2.251  0.13
N 0.760 -6.857 3.095  0.09
O 2.731 -5.150 2.022  0.14
H 0.629 2.566 -0.372  0.10
H 3.921 0.738 -0.170  0.08
H 1.327 -3.147 0.324  0.06
H -0.782 7.962 -0.721  0.07
H 1.923 -8.185 -3.863  0.08
H 2.339 2.728 -0.688  0.11
H -0.779 3.909 2.002  0.06
H -0.911 6.236 -1.068  0.07
P 3.004 -4.000 -0.798  0.87
H 1.039 1.544 2.715  0.10
H 2.847 2.936 1.695  0.10
H 1.023 0.376 0.768  0.10
H -2.472 4.791 0.409  0.10
C -0.593 2.849 2.191  -0.11
H 3.540 -6.018 -2.586  0.06
H -1.288 6.735 1.351  0.10
H -4.858 4.874 -0.096  0.11
O 0.763 -8.635 -1.291  0.14
H -3.355 5.542 1.715  0.10

HOMO-LUMO gap, eV: 7.3269
E_tot, eV: -110879.22336
Highest occupied orbital energy, eV: -8.68
2S+1: 1


C29H30N5O10S2Tl | ωB97M-V/def2-TZVPD

Each line ends with the Löwdin charge.
CARTESIAN COORDINATES (ANGSTROEM)
O 6.210 -0.133 -4.139  0.04
O -0.744 1.419 1.349  -0.54
C 1.038 -2.823 0.876  -0.58
C -0.214 3.918 -2.729  -0.06
C -2.042 -3.107 -2.871  -0.04
C 3.677 0.179 3.185  -0.29
H -2.116 5.972 -4.254  0.07
O 1.218 3.053 1.202  -0.34
O 1.347 -1.849 0.064  -0.25
C -4.730 -0.355 -0.327  -0.05
H 2.672 2.603 3.849  0.11
S -0.233 2.910 1.219  0.57
Tl 0.048 -0.053 0.036  0.80
C -3.016 1.227 1.183  -0.01
C 0.515 -2.444 -2.184  -0.08
C -3.311 -0.509 -0.444  -0.29
C -1.027 -3.765 -3.461  -0.10
H 0.506 3.917 -3.542  0.10
H 4.360 0.903 2.729  0.08
H 0.697 1.840 2.736  -0.02
H 5.514 0.429 -6.399  0.10
H -2.868 4.402 -4.612  0.07
C 4.235 -0.241 -2.145  0.01
O -0.939 3.841 2.078  -0.32
C 2.613 0.337 -3.792  0.00
C -1.946 4.892 -4.290  -0.08
N -0.536 -1.754 -1.569  0.11
H -3.734 -1.933 -1.796  0.10
H 2.295 0.589 -4.795  0.10
O -0.868 -1.415 1.486  -0.12
H 1.527 -2.217 -1.942  0.09
H -5.394 -0.976 -0.921  0.10
C 3.934 0.071 -3.463  -0.15
H 5.250 -0.455 -1.842  0.11
H 4.058 1.019 5.152  0.10
C -2.017 3.922 -0.616  -0.07
C -5.239 0.554 0.513  -0.12
C -0.734 3.453 -0.428  -0.28
S 2.194 0.083 2.095  0.97
C 1.222 1.113 3.281  -0.29
N -2.923 -1.508 -1.382  0.14
H -4.787 2.093 1.961  0.09
C 3.205 -0.274 -1.218  -0.09
C 0.289 -3.423 -3.106  -0.07
H -1.217 -4.543 -4.192  0.09
C -1.755 -2.087 -1.909  -0.26
H 1.122 -3.940 -3.567  0.09
O 1.688 -1.275 2.238  -0.48
H 1.677 2.035 5.193  0.11
C 2.190 1.720 4.282  -0.23
H -3.070 -3.350 -3.120  0.10
C -0.306 -2.559 1.726  -0.56
H -3.421 4.746 -2.017  0.10
H -1.185 4.695 -5.048  0.06
C 1.656 0.277 -2.787  -0.12
C -4.369 1.359 1.282  -0.10
H -6.314 0.671 0.603  0.09
H 0.604 0.479 -2.983  0.10
O 1.645 -3.873 1.004  0.03
H 4.156 -0.798 3.214  0.09
C -2.408 4.381 -1.878  -0.07
H 2.762 -0.182 5.101  0.11
N 4.750 0.412 -5.747  0.16
H 3.402 -0.515 -0.186  0.09
H -2.708 3.931 0.215  0.10
N -2.454 0.190 0.225  0.10
O -0.698 -3.419 2.500  0.02
C 3.220 0.646 4.555  -0.26
N 1.926 -0.022 -1.520  0.01
C -1.516 4.377 -2.937  -0.30
H 1.188 3.101 -1.316  0.10
O -0.645 1.174 -1.360  -0.54
C 5.056 0.104 -4.456  -0.50
H -2.297 1.888 1.824  0.12
C 0.181 3.453 -1.483  -0.09
H 3.831 0.619 -6.087  0.08
H 0.509 0.448 3.769  0.12

HOMO-LUMO gap, eV: 4.7988
E_tot, eV: -84843.93372
Net charge: -2
ΔE to the lowest compared entry with this formula, charge and spin, eV: 6.701
Highest occupied orbital energy, eV: -0.75
2S+1: 1


C6H8 | ωB97M-V/def2-TZVPD

Each line ends with the Löwdin charge.
CARTESIAN COORDINATES (ANGSTROEM)
C -1.077 0.059 -0.091  -0.08
C -0.107 -0.492 0.846  -0.33
C 1.655 0.843 -0.743  -0.11
H 2.486 0.620 -1.455  0.08
H -1.931 0.568 -1.859  0.03
H 1.128 1.685 -1.298  0.09
C -0.221 -0.952 2.075  0.07
C 0.741 -0.309 -0.387  -0.13
H -1.102 -0.951 2.635  0.04
H 0.725 -1.281 -0.954  0.13
C -2.073 0.149 -0.928  0.01
H 2.187 1.286 0.027  0.03
H -3.115 0.130 -0.481  0.08
H 0.705 -1.355 2.614  0.09

HOMO-LUMO gap, eV: 8.8343
E_tot, eV: -6346.93657
ΔE to the lowest compared entry with this formula, charge and spin, eV: 3.847
Highest occupied orbital energy, eV: -8.26
2S+1: 1